Entry from the Open Molecules 2025 dataset: C4H6O2 as an isolated structure in a non-equilibrium geometry (ωB97M-V with the def2-TZVPD basis set).

Values from the calculation:
- energy above the lowest of the compared OMol25 structures with the same formula, charge and spin (eV) = 3.770
- DFT total energy (eV) = -8336.69088
- frontier orbital gap (eV) = 10.590
- HOMO energy (eV) = -9.86

Element x y z (Å)
O (1.58101, -0.38034, -0.92115)
C (0.34451, -0.74739, -0.41302)
C (0.16521, -0.42858, 1.10508)
C (-0.68597, 0.71248, 0.63383)
O (-0.14687, 1.49747, -0.87028)
C (-0.78313, 0.29322, -0.76813)
H (1.46574, 0.55839, -1.16621)
H (0.08330, -1.76268, -0.67901)
H (-0.43445, -1.23199, 1.58166)
H (1.03192, -0.21273, 1.73360)
H (-0.95882, 1.61735, 1.13124)
H (-1.66247, 0.08480, -1.36762)

These are the Löwdin partial charges, in e, on atoms 1 to 4:
1. O -0.01
2. C -0.31
3. C -0.07
4. C 0.01

---

Entry from the Open Molecules 2025 dataset: C31H27Cl5CuNOTe as an isolated structure (ωB97M-V with the def2-TZVPD basis set).

Values from the calculation:
- net charge = -1
- multiplicity = 2
- energy above the lowest of the compared OMol25 structures with the same formula, charge and spin (eV) = 0.000
- DFT total energy (eV) = -150669.72923
- frontier orbital gap (alpha / beta) (eV) = 7.231 / 6.925
- HOMO energy (alpha / beta) (eV) = -4.87 / -4.88

Element x y z (Å)
Cu (-0.53634, -0.33552, -0.43548)
Cl (-0.09112, 2.71077, 0.81242)
C (-1.28171, 1.70396, 1.58603)
C (-1.41026, 0.38067, 1.15552)
C (-2.40025, -0.35554, 1.80797)
Cl (-2.63637, -2.01593, 1.33718)
C (-3.22113, 0.16873, 2.80012)
Cl (-4.44209, -0.78773, 3.55221)
C (-3.05450, 1.49537, 3.18409)
Cl (-4.05611, 2.17936, 4.40891)
C (-2.07590, 2.27119, 2.57469)
Cl (-1.88329, 3.91933, 3.04306)
C (-8.57939, 1.00119, -4.44136)
C (-7.17346, 0.65273, -4.04574)
C (-6.90154, -0.02335, -2.86632)
C (-5.60095, -0.34587, -2.49193)
C (-5.38606, -1.07228, -1.19785)
C (-4.53149, 0.01967, -3.31618)
Te (-2.52683, -0.47301, -2.67398)
N (0.12849, -0.97860, -2.04908)
C (1.24324, -1.55040, -2.43594)
O (2.31048, -1.43397, -1.80652)
C (1.21974, -2.30752, -3.73972)
C (2.38072, -2.35207, -4.50373)
C (2.39343, -3.01802, -5.71704)
C (1.25087, -3.66144, -6.16859)
C (0.09809, -3.63573, -5.40061)
C (0.08116, -2.95850, -4.19285)
C (-1.85100, 1.52922, -2.85695)
C (-0.83210, 1.87245, -3.74101)
C (-0.14546, 0.89631, -4.64561)
C (-0.41863, 3.20210, -3.80739)
C (-0.98906, 4.18867, -3.02522)
C (-0.51463, 5.60945, -3.08913)
C (-2.00418, 3.82324, -2.15508)
C (-2.44053, 2.50973, -2.04963)
C (-3.53107, 2.20390, -1.06791)
C (-4.79439, 0.67423, -4.52136)
C (-3.69990, 1.06186, -5.46539)
C (-6.10547, 0.98714, -4.86282)
H (-9.28664, 0.71044, -3.66673)
H (-8.86504, 0.49504, -5.36530)
H (-8.68534, 2.07342, -4.61068)
H (-7.72081, -0.30456, -2.21456)
H (-6.33841, -1.27059, -0.70948)
H (-4.76151, -0.49479, -0.51532)
H (-4.87684, -2.02648, -1.34777)
H (3.26261, -1.86011, -4.11927)
H (3.29660, -3.03910, -6.31245)
H (1.26076, -4.18533, -7.11554)
H (-0.79247, -4.14365, -5.74326)
H (-0.82049, -2.92866, -3.59486)
H (-0.69250, -0.04175, -4.73648)
H (0.84258, 0.65302, -4.25337)
H (-0.01867, 1.33256, -5.63883)
H (0.37588, 3.46224, -4.49546)
H (0.20606, 5.74584, -3.89385)
H (-0.03411, 5.89779, -2.15312)
H (-1.34652, 6.29579, -3.25502)
H (-2.45555, 4.57387, -1.51923)
H (-3.62098, 3.01068, -0.34075)
H (-3.32362, 1.27757, -0.52973)
H (-4.49158, 2.08397, -1.57292)
H (-2.90545, 0.31217, -5.47495)
H (-3.24542, 2.00882, -5.17184)
H (-4.09302, 1.16980, -6.47619)
H (-6.29389, 1.50063, -5.80024)

These are the Löwdin partial charges, in e, on atoms 1 to 4:
1. Cu 0.28
2. Cl 0.67
3. C -0.71
4. C -0.28

---

Entry from the Open Molecules 2025 dataset: C17H39FeOP3S as an isolated structure in a non-equilibrium geometry (ωB97M-V with the def2-TZVPD basis set).

Values from the calculation:
- net charge = +3
- multiplicity = 6
- energy above the lowest of the compared OMol25 structures with the same formula, charge and spin (eV) = 0.000
- DFT total energy (eV) = -93371.26432
- frontier orbital gap (alpha / beta) (eV) = 9.011 / 6.424
- HOMO energy (alpha / beta) (eV) = -17.37 / -18.16

Element x y z (Å)
Fe (0.00010, 0.13282, 1.54731)
P (1.80387, 1.12101, 2.81873)
P (-1.75325, 1.56295, 1.99267)
P (0.54100, 0.85847, -0.43370)
H (-1.06389, -2.39520, 1.41351)
C (-0.30938, -1.87719, 0.78721)
C (1.03494, -1.80762, 1.27955)
H (1.26572, -2.32360, 2.23062)
C (2.27151, 0.69652, 4.56047)
C (1.86489, 2.95173, 2.98373)
C (3.41507, 0.77215, 2.01705)
C (-3.36297, 1.06194, 1.26429)
C (-2.33427, 2.05728, 3.67128)
C (-1.60095, 3.25985, 1.29082)
C (1.69964, -0.18469, -1.38237)
C (1.27591, 2.52114, -0.60950)
C (-0.95305, 0.88803, -1.49902)
H (-0.55535, -1.79100, -0.28476)
H (1.89118, -1.67788, 0.60329)
H (2.36526, -0.38675, 4.68839)
H (1.52915, 1.06892, 5.27689)
H (3.23942, 1.14897, 4.81869)
H (1.05691, 3.29906, 3.63018)
H (1.75879, 3.44465, 2.01813)
H (2.81748, 3.26978, 3.42704)
H (3.59425, -0.30399, 2.03224)
H (4.22954, 1.26884, 2.55710)
H (3.43599, 1.09935, 0.97870)
H (-4.12214, 1.83818, 1.41856)
H (-3.70067, 0.13926, 1.74338)
H (-3.26750, 0.86925, 0.19607)
H (-3.15451, 2.78378, 3.59705)
H (-1.52457, 2.52048, 4.24096)
H (-2.69665, 1.18875, 4.22858)
H (-2.50983, 3.83364, 1.51582)
H (-1.46940, 3.24249, 0.21046)
H (-0.74792, 3.77410, 1.73889)
H (1.80388, 0.25069, -2.38312)
H (1.30755, -1.20423, -1.45322)
H (2.67039, -0.21626, -0.87482)
H (1.31652, 2.72266, -1.68870)
H (2.28391, 2.53925, -0.18259)
H (0.66235, 3.27872, -0.11091)
H (-0.61970, 1.11106, -2.52148)
H (-1.67804, 1.63292, -1.15679)
H (-1.42975, -0.10042, -1.47529)
C (-0.59179, -2.68487, -5.20290)
C (-1.77492, -2.94118, -5.93355)
C (-2.02228, -4.21761, -6.43610)
C (-1.09802, -5.25201, -6.22539)
C (0.08311, -5.00125, -5.50603)
C (0.33213, -3.72979, -5.00469)
S (-0.24602, -1.12885, -4.53613)
H (-1.36931, -0.46234, -4.95170)
H (-2.47302, -2.12676, -6.08393)
H (-2.94111, -4.41848, -6.99786)
H (-1.29691, -6.26021, -6.62347)
H (0.80397, -5.80324, -5.34075)
H (1.23905, -3.51234, -4.44705)
O (-0.67220, -0.97788, 4.07787)
H (0.24203, -1.34477, 4.05606)
H (-0.49619, -0.07830, 4.43427)

These are the Löwdin partial charges, in e, on atoms 1 to 4:
1. Fe 0.26
2. P 0.78
3. P 0.76
4. P 0.73

---

Entry from the Open Molecules 2025 dataset: a 6-piece molecular cluster, H12O6 overall in a non-equilibrium geometry (ωB97M-V with the def2-TZVPD basis set).

Values from the calculation:
- energy above the lowest of the compared OMol25 structures with the same formula, charge and spin (eV) = 2.486
- SMILES string = O.O.O.O.O.O
- DFT total energy (eV) = -12478.62781
- frontier orbital gap (eV) = 11.292
- HOMO energy (eV) = -11.02

Element x y z (Å)
O (-2.90177, 1.94272, -0.44009)
H (-3.60421, 2.27195, 0.26317)
H (-3.09943, 2.70591, -1.07672)
O (4.90363, 0.36748, 3.79955)
H (5.65758, 0.34318, 3.07694)
H (4.09810, 0.23045, 3.14679)
O (-0.16831, 2.55416, -0.88258)
H (-0.86512, 2.57698, -0.18494)
H (-0.53350, 2.19265, -1.62910)
O (-2.15248, -1.92584, -2.89767)
H (-1.99121, -1.67832, -3.76488)
H (-2.87784, -2.53822, -2.90792)
O (-1.11205, -1.09968, 0.65216)
H (-1.84974, -1.20582, 0.06842)
H (-0.31482, -1.47733, 0.25700)
O (2.62902, -1.75096, 0.68258)
H (1.85769, -1.18955, 0.42766)
H (2.32445, -2.31974, 1.40962)

These are the Löwdin partial charges, in e, on atoms 1 to 4:
1. O -0.13
2. H 0.11
3. H 0.07
4. O -0.17